Molecular formula: C26H27BrO2
Method: DFT, ωB97M-V/def2-TZVPD

CARTESIAN COORDINATES (ANGSTROEM)
C (1.48998, -4.37035, -2.74176)
C (1.30424, -3.48956, -3.79872)
C (1.36530, -2.12011, -3.58088)
C (1.60932, -1.62999, -2.30580)
C (1.78774, -2.50975, -1.24687)
C (1.72953, -3.88011, -1.46516)
H (1.44599, -5.43858, -2.91266)
H (1.10963, -3.87139, -4.79324)
H (1.22297, -1.43284, -4.40501)
H (1.65957, -0.56081, -2.13848)
H (1.97313, -2.12663, -0.25058)
H (1.87034, -4.56668, -0.63957)
C (-0.13909, 4.25163, 8.23236)
C (-0.43761, 3.40177, 7.17539)
C (-1.72895, 2.92062, 7.01727)
C (-2.72132, 3.28541, 7.91725)
C (-2.42088, 4.12877, 8.97845)
C (-1.12994, 4.61319, 9.13556)
H (0.86760, 4.63199, 8.35314)
H (0.33199, 3.11496, 6.47763)
H (-1.96015, 2.26023, 6.19148)
H (-3.72972, 2.91122, 7.79215)
H (-3.19372, 4.40892, 9.68333)
H (-0.89551, 5.27236, 9.96214)
C (-4.58454, -3.94238, -2.47044)
C (-3.23738, -4.00471, -2.14099)
C (-2.29249, -3.40660, -2.96329)
C (-2.69503, -2.74895, -4.11713)
C (-4.04131, -2.69318, -4.45135)
C (-4.98633, -3.28867, -3.62732)
H (-5.32190, -4.40394, -1.82579)
H (-2.92310, -4.51970, -1.24185)
H (-1.24182, -3.45178, -2.70519)
H (-1.95737, -2.28008, -4.75698)
H (-4.35468, -2.18453, -5.35450)
H (-6.03654, -3.24357, -3.88662)
C (3.03519, 2.27291, -5.60061)
C (3.22105, 3.09844, -4.50048)
C (2.29960, 3.09052, -3.46239)
C (1.18975, 2.25921, -3.52607)
C (1.00000, 1.43980, -4.63024)
C (1.92294, 1.44518, -5.66679)
H (3.75711, 2.27497, -6.40724)
H (4.08534, 3.74855, -4.45184)
H (2.44633, 3.73285, -2.60323)
H (0.47148, 2.25052, -2.71565)
H (0.13090, 0.79543, -4.68196)
H (1.77582, 0.80408, -6.52697)
O (0.49365, 1.43930, 4.96277)
C (1.16114, 1.16034, 4.07661)
O (2.32863, 0.52094, 4.29852)
C (2.97028, 0.07580, 3.14276)
Br (2.08683, -1.46094, 2.31109)
H (0.85736, 1.44339, 3.06383)
H (3.94326, -0.26541, 3.43787)
H (3.08540, 0.83791, 2.38405)

Properties
Frontier orbital gap = 9.424 eV
Structure (SMILES) = c1ccccc1.c1ccccc1.c1ccccc1.c1ccccc1.O=COCBr
Total charge = 0


Molecular formula: C26H27Cl2N5
Method: DFT, ωB97M-V/def2-TZVPD

CARTESIAN COORDINATES (ANGSTROEM)
N (-3.93383, 1.23692, -0.53633)
C (-5.21855, 1.74145, -0.61877)
C (-6.36499, 0.94018, -0.72370)
C (-6.15930, -0.42548, -0.85322)
C (-4.87070, -0.97567, -0.87900)
C (-3.81921, -0.12278, -0.67397)
H (-5.30819, 2.80309, -0.79563)
H (-7.37061, 1.32670, -0.79929)
H (-7.01679, -1.06906, -0.98326)
H (-4.71397, -2.03909, -0.98372)
H (-2.78221, -0.41928, -0.61819)
N (-1.38796, -6.30090, 1.76905)
C (-1.10079, -4.95211, 2.00618)
C (0.00237, -4.35918, 1.35351)
C (0.67856, -5.03735, 0.32440)
C (0.36995, -6.41800, 0.10583)
C (-0.65057, -6.99706, 0.81852)
H (-1.53936, -4.47762, 2.87158)
H (0.32979, -3.37790, 1.66380)
H (1.56159, -4.52687, -0.03067)
H (0.93721, -6.95750, -0.63818)
H (-0.95340, -8.03347, 0.79530)
N (2.87590, 5.83512, -3.52960)
C (2.45563, 5.06700, -4.57828)
C (1.71893, 3.87619, -4.39649)
C (1.47015, 3.40244, -3.11476)
C (1.74598, 4.22004, -2.02770)
C (2.43808, 5.42988, -2.30045)
H (2.69063, 5.47473, -5.55035)
H (1.38919, 3.30730, -5.25326)
H (0.97824, 2.45517, -2.95014)
H (1.46343, 3.86726, -1.04683)
H (2.61353, 6.05857, -1.44000)
N (4.52338, 1.47284, -0.99552)
C (4.54924, 2.41037, 0.01220)
C (5.78931, 2.84523, 0.58758)
C (6.97611, 2.28241, 0.13910)
C (6.91812, 1.28081, -0.83665)
C (5.65562, 0.86719, -1.30794)
H (3.61110, 2.78331, 0.39588)
H (5.73919, 3.60389, 1.35460)
H (7.90949, 2.51339, 0.63089)
H (7.79000, 0.77331, -1.22222)
H (5.63979, 0.16445, -2.12789)
N (-3.47105, -2.22269, 2.91512)
C (-3.86868, -2.04188, 4.19977)
C (-3.50126, -0.90560, 4.98455)
C (-2.67830, 0.03242, 4.35873)
C (-2.16422, -0.20642, 3.07622)
C (-2.55363, -1.34739, 2.41325)
H (-4.56549, -2.73616, 4.64568)
H (-3.96088, -0.81040, 5.95722)
H (-2.44227, 0.97391, 4.83232)
H (-1.45875, 0.46107, 2.60381)
H (-2.23629, -1.49127, 1.39100)
C (1.11921, -0.19658, -1.01021)
Cl (-0.08060, 0.45326, 0.13733)
Cl (1.72271, -1.81270, -0.48862)
H (0.62137, -0.27392, -1.97678)
H (1.88829, 0.57446, -1.05599)

Properties
Frontier orbital gap (alpha / beta) = 5.920 / 2.372 eV
Total charge = +1
Multiplicity = 2


Molecular formula: C26H27ClN5O2S4Ti
Method: DFT, ωB97M-V/def2-TZVPD

CARTESIAN COORDINATES (ANGSTROEM)
Ti (0.09758, 1.20493, -0.91724)
S (0.60455, -0.38841, -2.85050)
C (-0.77944, -1.47866, -2.81650)
C (-0.65196, -2.83669, -3.09127)
C (-1.75424, -3.67888, -3.00101)
C (-2.99987, -3.18233, -2.63555)
C (-3.14932, -1.82438, -2.38466)
C (-2.04063, -0.99813, -2.47200)
S (-2.10612, 0.75289, -2.24344)
C (-3.15135, 0.94943, -0.77673)
C (-2.70503, 2.20426, -0.08403)
C (-3.62271, 3.00582, 0.56400)
C (-3.18035, 4.14786, 1.20346)
C (-1.83476, 4.45797, 1.16383)
C (-0.95802, 3.61718, 0.50881)
C (0.49289, 4.01626, 0.44387)
S (1.76886, 2.70580, 0.33973)
C (2.13239, 2.36137, 2.03024)
C (3.36025, 2.81921, 2.51127)
C (3.70886, 2.58548, 3.82659)
C (2.82573, 1.88641, 4.64626)
C (1.61541, 1.42152, 4.16108)
C (1.23526, 1.64742, 2.82922)
S (-0.27476, 1.08069, 2.18691)
N (-1.39351, 2.49677, -0.10680)
H (0.32144, -3.22849, -3.36465)
H (-1.63803, -4.73296, -3.22072)
H (-3.85414, -3.84327, -2.55940)
H (-4.12321, -1.42360, -2.12350)
H (-3.01336, 0.07536, -0.14187)
H (-4.19673, 1.02838, -1.05930)
H (-4.66997, 2.73480, 0.55653)
H (-3.87819, 4.79121, 1.72498)
H (-1.45493, 5.34947, 1.64589)
H (0.74592, 4.62027, 1.31050)
H (0.64335, 4.62430, -0.44701)
H (4.02925, 3.35521, 1.84840)
H (4.65598, 2.94065, 4.21097)
H (3.09006, 1.69805, 5.68027)
H (0.93705, 0.87775, 4.80618)
C (2.47421, -4.41720, 0.11548)
C (1.30008, -4.55531, 1.08201)
C (0.01825, -4.95188, 0.35458)
C (1.12309, -3.28794, 1.91624)
N (0.64951, -2.14424, 1.12516)
C (-0.59439, -1.81655, 0.74747)
N (-0.51709, -0.76424, -0.01409)
N (0.78837, -0.46494, -0.04890)
N (1.50893, -1.24881, 0.63562)
H (2.54615, -5.29808, -0.52419)
H (3.42135, -4.30881, 0.64763)
H (2.35207, -3.54644, -0.53605)
H (1.53096, -5.33101, 1.81519)
H (-0.21315, -4.25779, -0.46063)
H (-0.84112, -5.00008, 1.03090)
H (0.13618, -5.93952, -0.09136)
H (2.07052, -2.97307, 2.34621)
H (0.40683, -3.43396, 2.72224)
H (-1.49022, -2.34810, 1.02557)
Cl (-0.34929, 2.96962, -4.95167)
C (1.28329, 2.76526, -4.29124)
C (1.34810, 2.36138, -2.83912)
O (2.33593, 1.84311, -2.37077)
O (0.27400, 2.59516, -2.06914)
H (1.80817, 3.71090, -4.40622)
H (1.79507, 2.00160, -4.86377)

Properties
Frontier orbital gap = 6.092 eV
Total charge = +1


What is the total charge in the second record? +1


What did the second record say?
Molecular formula: C26H27Cl2N5
Method: DFT, ωB97M-V/def2-TZVPD

CARTESIAN COORDINATES (ANGSTROEM)
N (-3.93383, 1.23692, -0.53633)
C (-5.21855, 1.74145, -0.61877)
C (-6.36499, 0.94018, -0.72370)
C (-6.15930, -0.42548, -0.85322)
C (-4.87070, -0.97567, -0.87900)
C (-3.81921, -0.12278, -0.67397)
H (-5.30819, 2.80309, -0.79563)
H (-7.37061, 1.32670, -0.79929)
H (-7.01679, -1.06906, -0.98326)
H (-4.71397, -2.03909, -0.98372)
H (-2.78221, -0.41928, -0.61819)
N (-1.38796, -6.30090, 1.76905)
C (-1.10079, -4.95211, 2.00618)
C (0.00237, -4.35918, 1.35351)
C (0.67856, -5.03735, 0.32440)
C (0.36995, -6.41800, 0.10583)
C (-0.65057, -6.99706, 0.81852)
H (-1.53936, -4.47762, 2.87158)
H (0.32979, -3.37790, 1.66380)
H (1.56159, -4.52687, -0.03067)
H (0.93721, -6.95750, -0.63818)
H (-0.95340, -8.03347, 0.79530)
N (2.87590, 5.83512, -3.52960)
C (2.45563, 5.06700, -4.57828)
C (1.71893, 3.87619, -4.39649)
C (1.47015, 3.40244, -3.11476)
C (1.74598, 4.22004, -2.02770)
C (2.43808, 5.42988, -2.30045)
H (2.69063, 5.47473, -5.55035)
H (1.38919, 3.30730, -5.25326)
H (0.97824, 2.45517, -2.95014)
H (1.46343, 3.86726, -1.04683)
H (2.61353, 6.05857, -1.44000)
N (4.52338, 1.47284, -0.99552)
C (4.54924, 2.41037, 0.01220)
C (5.78931, 2.84523, 0.58758)
C (6.97611, 2.28241, 0.13910)
C (6.91812, 1.28081, -0.83665)
C (5.65562, 0.86719, -1.30794)
H (3.61110, 2.78331, 0.39588)
H (5.73919, 3.60389, 1.35460)
H (7.90949, 2.51339, 0.63089)
H (7.79000, 0.77331, -1.22222)
H (5.63979, 0.16445, -2.12789)
N (-3.47105, -2.22269, 2.91512)
C (-3.86868, -2.04188, 4.19977)
C (-3.50126, -0.90560, 4.98455)
C (-2.67830, 0.03242, 4.35873)
C (-2.16422, -0.20642, 3.07622)
C (-2.55363, -1.34739, 2.41325)
H (-4.56549, -2.73616, 4.64568)
H (-3.96088, -0.81040, 5.95722)
H (-2.44227, 0.97391, 4.83232)
H (-1.45875, 0.46107, 2.60381)
H (-2.23629, -1.49127, 1.39100)
C (1.11921, -0.19658, -1.01021)
Cl (-0.08060, 0.45326, 0.13733)
Cl (1.72271, -1.81270, -0.48862)
H (0.62137, -0.27392, -1.97678)
H (1.88829, 0.57446, -1.05599)

Properties
Frontier orbital gap (alpha / beta) = 5.920 / 2.372 eV
Total charge = +1
Multiplicity = 2